ORCA calculation (ωB97M-V/def2-TZVPD) on a 2-piece molecular cluster, C6H9N3O overall.

Output
SMILES: CCc1cnc(C#N)[nH]1.O
Frontier orbital gap (Eh): 0.3527
E_LUMO (eV): 0.4

```
! RIJCOSX wB97M-V def2-TZVPD def2/J DEFGRID3
* xyz 0 1
C 2.063 -1.998 0.218
C 1.147 -1.655 -0.960
C 0.215 -0.524 -0.674
C -1.133 -0.506 -0.361
N -1.607 0.769 -0.455
C -0.531 1.543 -0.469
C -0.504 2.834 0.172
N -0.411 3.613 1.042
N 0.584 0.791 -0.684
H 1.474 -2.277 1.103
H 2.715 -2.843 -0.045
H 2.703 -1.146 0.486
H 1.752 -1.410 -1.846
H 0.538 -2.530 -1.225
H -1.732 -1.321 0.036
H 1.534 1.144 -0.710
O -3.291 1.893 1.476
H -2.927 1.246 0.839
H -2.591 2.374 2.056
*
```

***

ORCA calculation (ωB97M-V/def2-TZVPD) on C36H93N3O9 as an isolated structure.

Output
Frontier orbital gap (Eh): 0.3148
E_LUMO (eV): 0.4

```
! RIJCOSX wB97M-V def2-TZVPD def2/J DEFGRID3
* xyz 0 1
C -1.348 -0.588 -0.647
C 0.138 -0.648 -0.092
N 0.527 0.638 0.542
C -0.333 0.940 1.762
C -0.046 2.366 2.220
C 1.949 0.617 1.012
C 2.791 0.914 -0.197
H -1.581 0.446 -0.900
H -2.126 -0.880 0.059
H -1.496 -1.228 -1.517
H 0.294 -1.422 0.659
H 0.761 -0.959 -0.931
H -1.375 0.953 1.444
H -0.207 0.134 2.485
H 0.183 3.080 1.429
H -0.949 2.740 2.703
H 0.811 2.554 2.867
H 2.174 -0.253 1.629
H 2.120 1.503 1.623
H 3.673 1.500 0.059
H 2.326 1.661 -0.841
H 3.055 0.122 -0.899
C -2.658 -2.561 0.336
C -3.545 -2.550 1.598
N -2.987 -3.238 2.759
C -3.607 -2.929 4.025
C -4.958 -3.654 4.322
C -2.512 -4.653 2.618
C -1.661 -5.173 3.771
H -2.719 -3.459 -0.278
H -1.643 -2.616 0.730
H -2.743 -1.629 -0.224
H -3.780 -1.509 1.822
H -4.438 -3.084 1.273
H -2.765 -3.179 4.672
H -3.819 -1.865 4.129
H -5.770 -3.498 3.611
H -4.880 -4.740 4.290
H -5.429 -3.534 5.297
H -1.913 -4.732 1.711
H -3.280 -5.419 2.517
H -2.218 -5.064 4.701
H -0.743 -4.588 3.824
H -1.320 -6.200 3.641
C 3.350 -2.031 0.553
C 4.461 -2.385 -0.495
N 4.449 -1.420 -1.608
C 5.187 -2.118 -2.756
C 4.238 -2.913 -3.645
C 5.134 -0.288 -1.264
C 4.939 0.868 -2.319
H 2.382 -1.852 0.086
H 3.551 -1.138 1.145
H 3.225 -2.857 1.254
H 5.453 -2.570 -0.085
H 4.194 -3.395 -0.805
H 5.494 -1.469 -3.576
H 6.040 -2.752 -2.514
H 3.557 -2.350 -4.283
H 4.717 -3.496 -4.432
H 3.633 -3.658 -3.129
H 6.148 -0.609 -1.024
H 4.709 0.179 -0.376
H 5.315 1.796 -1.890
H 3.888 1.050 -2.542
H 5.522 0.669 -3.219
C 1.639 -2.195 -2.710
O 2.235 -1.033 -2.212
H 2.166 -2.977 -2.163
H 0.599 -2.142 -2.387
H 1.661 -2.272 -3.797
H 3.166 -1.251 -2.119
C 3.386 4.496 1.031
O 2.719 3.867 -0.037
H 3.105 5.546 1.112
H 2.890 4.054 1.895
H 4.476 4.464 1.043
H 2.836 2.917 0.041
C -2.533 3.587 1.129
O -3.573 3.085 1.928
H -2.823 4.383 0.443
H -1.753 4.134 1.660
H -1.950 2.759 0.725
H -3.234 2.439 2.553
C 0.978 1.068 -3.123
O 0.378 -0.155 -3.422
H 0.444 1.737 -2.447
H 1.852 0.846 -2.511
H 1.308 1.688 -3.957
H 1.069 -0.738 -3.100
C 0.371 3.152 -1.013
O 1.207 3.531 -2.091
H 0.258 2.074 -0.898
H 0.873 3.539 -0.126
H -0.630 3.571 -1.119
H 1.854 4.102 -1.671
C -2.631 -0.160 2.778
O -2.544 1.209 3.102
H -2.265 -0.244 1.755
H -2.188 -0.869 3.477
H -3.692 -0.387 2.678
H -3.038 1.412 3.899
C 0.210 5.276 3.286
C 0.176 4.114 4.210
C 1.692 3.879 4.457
O 2.244 5.213 4.515
C 1.449 6.052 3.646
H -0.628 5.971 3.348
H 0.376 4.801 2.319
H -0.190 3.170 3.806
H -0.366 4.469 5.087
H 2.160 3.279 3.676
H 1.777 3.423 5.444
H 2.016 6.133 2.718
H 1.333 7.075 4.004
C -3.843 0.238 -2.437
C -2.750 0.809 -3.266
C -2.496 2.221 -2.828
O -3.296 2.335 -1.632
C -3.656 1.066 -1.253
H -3.855 -0.844 -2.304
H -4.798 0.301 -2.958
H -3.051 0.737 -4.311
H -1.932 0.089 -3.228
H -2.916 3.005 -3.458
H -1.439 2.483 -2.790
H -4.552 1.027 -0.633
H -2.860 0.773 -0.569
C -2.100 -3.779 -3.178
C -1.596 -2.425 -2.696
C -1.309 -1.607 -4.061
O -0.685 -2.596 -4.795
C -1.405 -3.827 -4.535
H -3.175 -3.893 -3.321
H -1.763 -4.634 -2.591
H -0.746 -2.299 -2.026
H -2.395 -2.012 -2.079
H -0.583 -0.801 -3.954
H -2.221 -1.385 -4.616
H -0.823 -4.730 -4.720
H -2.157 -3.921 -5.318
*
```